Entry from OMol25: a 3-piece molecular cluster, C46H49BrN7O14PS3 overall in a non-equilibrium geometry (the ωB97M-V functional and the def2-TZVPD basis).

Values from the calculation:
Net charge: 0
Lowest unoccupied orbital energy, eV: -1.1

Positions of all 121 atoms, in Å:
C 1.978 -5.097 -0.738
C 3.142 -4.298 -1.457
Br 3.522 -5.285 -3.139
C 4.433 -4.615 -0.557
C 4.164 -3.913 0.919
C 5.526 -3.787 1.849
O 4.782 -2.600 1.108
O 3.091 -2.912 -1.485
C 2.167 -2.172 -2.223
C 0.631 -2.456 -2.069
C 0.072 -2.428 -0.590
S -1.152 -3.801 -0.318
C -2.786 -3.223 -0.789
N -3.802 -3.375 0.064
N -4.977 -2.924 -0.477
C -4.582 -2.478 -1.698
O -3.257 -2.622 -1.953
C 2.408 -0.624 -1.785
O 3.143 -0.665 -0.503
C 4.406 -0.231 -0.750
N 5.468 -0.103 -1.156
O 1.244 0.122 -1.777
C 1.377 1.543 -1.732
S 1.876 2.229 -0.065
C -0.180 1.992 -1.749
C -0.943 1.555 -0.431
C -2.514 1.425 -0.697
S -3.404 2.994 -0.448
O -3.451 3.713 -1.724
O -2.797 3.878 0.546
O -4.912 2.630 0.131
C 1.970 2.253 -2.994
C 3.472 2.621 -3.165
N 3.508 3.755 -4.178
N 4.230 3.146 -2.044
N 4.319 1.560 -3.822
P 2.458 -2.088 -4.112
N 1.955 -0.726 -4.738
O 1.570 -3.308 -4.867
O 4.082 -2.253 -4.338
H 2.424 -6.069 -0.395
H 1.147 -5.356 -1.441
H 1.545 -4.580 0.152
H 4.537 -5.702 -0.342
H 5.351 -4.115 -0.946
H 3.178 -4.156 1.458
H 6.476 -3.443 1.372
H 5.411 -3.209 2.807
H -0.019 -1.813 -2.725
H 0.455 -3.505 -2.453
H 0.860 -2.485 0.201
H -0.527 -1.481 -0.482
H -5.381 -2.041 -2.342
H 3.136 -0.199 -2.527
H 3.162 1.855 0.209
H -0.654 1.540 -2.656
H -0.248 3.117 -1.780
H -0.516 0.611 0.000
H -0.860 2.320 0.394
H -2.697 1.003 -1.715
H -2.916 0.681 0.048
H -4.773 2.638 1.105
H 1.381 3.201 -3.148
H 1.682 1.613 -3.886
H 3.414 4.619 -3.624
H 2.673 3.728 -4.768
H 4.496 2.449 -1.355
H 5.008 3.739 -2.325
H 3.897 1.415 -4.746
H 5.192 2.064 -4.022
H 1.252 -0.889 -5.461
H 0.747 -2.930 -5.226
H 4.366 -1.631 -5.040
O -7.454 8.405 0.820
C -7.282 8.354 -0.384
C -6.012 7.831 -0.945
C -5.017 7.374 -0.085
C -3.843 6.849 -0.603
C -3.657 6.771 -1.976
C -4.638 7.238 -2.839
C -5.816 7.776 -2.326
C -6.851 8.290 -3.256
O -6.658 8.292 -4.458
C -8.130 8.795 -2.696
C -9.125 9.248 -3.558
C -10.336 9.691 -3.047
C -10.558 9.683 -1.673
C -9.564 9.246 -0.810
C -8.344 8.806 -1.317
H -5.159 7.424 0.988
H -3.071 6.490 0.066
H -2.744 6.347 -2.376
H -4.486 7.179 -3.910
H -8.958 9.250 -4.629
H -11.111 10.039 -3.720
H -11.508 10.021 -1.275
H -9.741 9.246 0.260
O 2.755 -6.195 9.286
C 2.920 -6.195 8.082
C 4.194 -6.677 7.493
C 5.201 -7.152 8.330
C 6.380 -7.641 7.787
C 6.559 -7.659 6.407
C 5.566 -7.171 5.570
C 4.384 -6.673 6.111
C 3.336 -6.137 5.208
O 3.523 -6.083 4.007
C 2.053 -5.673 5.794
C 1.047 -5.201 4.956
C -0.168 -4.797 5.490
C -0.382 -4.863 6.864
C 0.623 -5.320 7.704
C 1.846 -5.721 7.173
H 5.063 -7.145 9.405
H 7.160 -8.014 8.440
H 7.476 -8.053 5.984
H 5.712 -7.182 4.497
H 1.207 -5.153 3.885
H -0.952 -4.433 4.836
H -1.335 -4.556 7.280
H 0.452 -5.366 8.773

Results of the Mulliken charge analysis, in e, for atoms 1 through 4: C -0.97; C 0.28; Br -0.09; C -0.83



Entry from OMol25: C46H49Cl3N6O7P2S4SiV as an isolated structure in a non-equilibrium geometry (the ωB97M-V functional and the def2-TZVPD basis).

Values from the calculation:
2S+1: 4
Net charge: 0
Expectation value of S²: 3.787
Lowest unoccupied orbital energy (spin up / spin down), eV: -1.5 / -1.7

Positions of all 119 atoms, in Å:
V 1.160 1.169 0.134
C 0.675 -1.422 3.082
C 0.501 -1.864 1.615
P 1.960 -1.488 0.580
C 1.817 -2.548 -0.887
C 2.980 -2.891 -1.579
C 2.908 -3.656 -2.733
C 1.673 -4.095 -3.198
C 0.516 -3.766 -2.507
C 0.584 -2.985 -1.360
C 3.310 -2.339 1.474
C 3.116 -3.667 1.861
C 4.106 -4.346 2.551
C 5.307 -3.712 2.849
C 5.518 -2.403 2.446
C 4.522 -1.720 1.758
C 1.688 -0.327 3.499
P 1.931 1.277 2.590
C 3.739 1.520 2.651
C 4.475 1.441 3.832
C 5.849 1.614 3.819
C 6.506 1.888 2.625
C 5.782 1.986 1.448
C 4.407 1.796 1.463
C 1.295 2.564 3.715
C 0.642 3.667 3.171
C 0.176 4.689 3.986
C 0.342 4.610 5.359
C 0.972 3.505 5.916
C 1.442 2.488 5.100
H 0.991 -2.300 3.648
H -0.311 -1.163 3.471
H -0.344 -1.358 1.145
H 0.258 -2.929 1.590
H 3.950 -2.587 -1.200
H 3.817 -3.938 -3.251
H 1.616 -4.719 -4.081
H -0.448 -4.130 -2.834
H -0.338 -2.746 -0.842
H 2.194 -4.180 1.614
H 3.942 -5.372 2.852
H 6.079 -4.244 3.391
H 6.455 -1.907 2.663
H 4.697 -0.697 1.450
H 2.688 -0.761 3.537
H 1.435 -0.066 4.527
H 3.983 1.231 4.774
H 6.407 1.543 4.743
H 7.577 2.040 2.620
H 6.285 2.233 0.521
H 3.848 1.890 0.539
H 0.479 3.734 2.104
H -0.320 5.540 3.539
H -0.021 5.405 5.997
H 1.092 3.430 6.989
H 1.922 1.636 5.564
S -1.630 1.216 2.255
C -0.508 1.238 1.223
Cl 2.985 4.760 0.821
Si 1.634 3.720 -0.413
Cl 0.135 5.143 -0.723
Cl 2.700 3.764 -2.264
S 0.513 0.485 -2.169
C 2.126 0.327 -2.533
N 2.569 -0.097 -3.752
C 3.879 -0.216 -4.052
C 4.808 0.098 -3.113
C 4.320 0.498 -1.854
N 3.050 0.592 -1.563
H 1.863 -0.341 -4.434
H 4.113 -0.561 -5.049
H 5.864 0.027 -3.317
H 5.014 0.721 -1.049
C -6.634 -0.866 -4.464
C -6.375 -0.682 -2.979
S -5.271 0.651 -2.580
O -5.090 0.639 -1.151
O -4.116 0.574 -3.454
C -6.109 2.168 -3.009
C -5.157 3.370 -2.939
N -4.307 3.406 -1.751
C -2.972 3.128 -1.732
N -2.502 3.040 -0.498
C -3.548 3.309 0.321
C -4.662 3.550 -0.424
N -5.961 3.870 0.050
O -6.849 4.061 -0.771
O -6.106 3.952 1.252
C -2.136 3.005 -2.954
H -7.152 -1.811 -4.621
H -5.697 -0.895 -5.019
H -7.261 -0.072 -4.870
H -5.853 -1.537 -2.540
H -7.280 -0.513 -2.394
H -6.944 2.289 -2.322
H -6.487 2.065 -4.026
H -5.755 4.278 -2.975
H -4.491 3.358 -3.798
H -3.474 3.340 1.395
H -2.181 3.922 -3.545
H -2.445 2.164 -3.576
H -1.105 2.865 -2.638
N -2.166 -0.260 -1.101
C -2.594 -1.578 -0.873
C -2.800 -2.061 0.419
C -2.979 -3.419 0.635
C -2.974 -4.313 -0.426
C -2.867 -3.822 -1.717
C -2.679 -2.466 -1.944
S -3.006 -6.083 -0.113
O -1.667 -6.329 0.409
O -3.257 -6.668 -1.421
O -4.070 -6.257 0.860
H -2.414 0.060 -2.028
H -2.518 0.417 -0.435
H -2.797 -1.373 1.259
H -3.112 -3.802 1.639
H -2.905 -4.532 -2.535
H -2.545 -2.087 -2.953

Results of the Mulliken charge analysis, in e, for atoms 1 through 4: V 1.77; C -2.40; C 0.13; P 1.72



Entry from OMol25: C46H50BrNO7SSbZr as an isolated structure in a non-equilibrium geometry (the ωB97M-V functional and the def2-TZVPD basis).

Values from the calculation:
Net charge: +1
Lowest unoccupied orbital energy, eV: -2.5

Positions of all 108 atoms, in Å:
Zr 0.112 -0.310 0.870
C -2.148 2.568 -0.208
O -1.969 1.414 0.623
C -2.929 1.399 1.673
C -2.423 0.402 2.701
O -1.801 -0.700 2.034
C -2.676 -1.624 1.352
C -2.531 -1.501 -0.163
O -1.176 -1.685 -0.591
C -0.858 -3.071 -0.839
H -2.049 3.480 0.382
H -3.133 2.539 -0.679
H -1.370 2.541 -0.961
H -3.907 1.112 1.271
H -3.013 2.389 2.127
H -3.225 0.047 3.348
H -1.636 0.847 3.308
H -3.714 -1.448 1.633
H -2.374 -2.620 1.673
H -2.811 -0.501 -0.492
H -3.187 -2.219 -0.658
H -1.435 -3.415 -1.693
H 0.203 -3.129 -1.062
H -1.063 -3.689 0.031
C 2.915 -3.671 7.366
C 2.584 -3.407 5.927
C 3.411 -3.863 4.901
C 3.121 -3.583 3.579
C 1.986 -2.845 3.274
C 1.125 -2.409 4.274
C 1.439 -2.685 5.593
S 1.559 -2.571 1.576
O 1.976 -3.697 0.795
O 0.077 -2.371 1.578
N 2.077 -1.182 0.938
C 2.935 -0.430 1.865
C 2.052 0.343 2.870
O 2.525 1.046 3.721
O 0.755 0.129 2.686
H 3.351 -4.660 7.505
H 2.025 -3.590 7.988
H 3.639 -2.935 7.721
H 4.289 -4.451 5.139
H 3.756 -3.943 2.778
H 0.221 -1.879 4.026
H 0.783 -2.338 6.381
H 3.582 0.250 1.323
H 3.580 -1.086 2.453
Br 0.736 2.653 1.326
C 2.184 2.136 0.166
C 3.426 2.642 0.474
C 4.465 2.363 -0.400
C 4.185 1.717 -1.589
C 2.905 1.256 -1.917
C 1.422 0.904 -4.130
C 0.041 0.718 -3.580
C -0.228 0.614 -2.127
C 0.521 0.755 -1.014
C 1.871 1.357 -0.965
H 3.580 3.220 1.375
H 5.469 2.699 -0.180
H 4.972 1.609 -2.326
H 1.545 0.417 -5.094
H -0.658 1.409 -4.053
H -1.271 0.318 -1.972
C -0.103 -3.840 -6.268
C -0.429 -2.571 -7.019
C -0.575 -2.630 -8.403
C -0.854 -1.497 -9.151
C -0.965 -0.270 -8.519
C -0.830 -0.196 -7.141
C -0.585 -1.333 -6.380
Sb -0.598 -1.347 -4.204
C 2.717 0.955 -3.369
C 2.153 2.215 -4.094
C 2.911 2.720 -5.242
C 3.879 1.986 -5.804
C 4.301 0.718 -5.236
C 3.844 0.261 -4.060
C 4.314 -1.024 -3.442
C -2.777 -1.177 -3.975
C -3.347 -2.416 -3.670
C -4.703 -2.571 -3.434
C -5.525 -1.456 -3.482
C -4.980 -0.224 -3.800
C -3.618 -0.061 -4.065
C -3.149 1.320 -4.438
H 0.122 -4.646 -6.965
H -0.942 -4.162 -5.646
H 0.762 -3.704 -5.618
H -0.460 -3.584 -8.904
H -0.974 -1.573 -10.224
H -1.157 0.628 -9.093
H -0.892 0.776 -6.668
H 1.717 2.962 -3.440
H 2.690 3.723 -5.585
H 4.426 2.367 -6.657
H 5.080 0.167 -5.751
H 5.260 -1.349 -3.872
H 3.568 -1.807 -3.617
H 4.429 -0.934 -2.361
H -2.716 -3.301 -3.649
H -5.115 -3.549 -3.220
H -6.587 -1.549 -3.297
H -5.628 0.644 -3.859
H -3.911 1.831 -5.025
H -2.243 1.279 -5.032
H -2.962 1.926 -3.547

Results of the Mulliken charge analysis, in e, for atoms 1 through 4: Zr -0.63; C -0.98; O 0.59; C -0.90



Entry from OMol25: C46H50Cl2FNP2V as an isolated structure in a non-equilibrium geometry (the ωB97M-V functional and the def2-TZVPD basis).

Values from the calculation:
Net charge: +3
Lowest unoccupied orbital energy (spin up / spin down), eV: -11.7 / -11.7

Positions of all 103 atoms, in Å:
V -1.538 0.308 -0.989
Cl -2.449 1.090 1.063
C -3.757 1.692 2.551
Cl -4.993 0.553 2.999
H -4.219 2.544 2.047
H -3.162 1.993 3.361
C 1.207 -0.020 2.345
C 0.036 -1.026 2.202
P -0.401 -1.464 0.422
C 1.068 -2.540 0.181
C 2.009 -2.011 -0.690
C 3.204 -2.703 -0.894
C 3.375 -3.976 -0.376
C 2.440 -4.425 0.565
C 1.383 -3.641 0.997
C -1.563 -2.862 0.658
C -2.700 -2.788 1.479
C -3.762 -3.690 1.413
C -3.608 -4.797 0.589
C -2.417 -5.047 -0.088
C -1.520 -4.003 -0.170
P 1.446 0.613 4.108
C 2.585 -0.660 4.717
C 2.172 -1.455 5.791
C 2.954 -2.455 6.283
C 4.273 -2.540 5.770
C 4.686 -1.772 4.694
C 3.800 -0.902 4.077
C 2.388 2.130 3.651
C 3.743 2.318 3.909
C 4.437 3.479 3.403
C 3.719 4.295 2.535
C 2.301 4.135 2.389
C 1.640 3.087 2.976
H 1.025 0.845 1.716
H 2.094 -0.451 1.878
H -0.859 -0.651 2.638
H 0.275 -1.973 2.735
H 1.894 -1.013 -1.135
H 3.991 -2.241 -1.514
H 4.169 -4.666 -0.686
H 2.615 -5.403 1.074
H 0.725 -3.896 1.824
H -2.832 -1.959 2.154
H -4.682 -3.598 1.996
H -4.465 -5.473 0.486
H -2.210 -6.083 -0.517
H -0.711 -4.156 -0.897
H 1.226 -1.196 6.232
H 2.731 -3.024 7.178
H 4.914 -3.233 6.337
H 5.695 -1.881 4.365
H 4.069 -0.321 3.171
H 4.265 1.632 4.561
H 5.461 3.710 3.690
H 4.216 5.147 2.059
H 1.760 4.918 1.822
H 0.465 2.998 2.950
C 1.117 -1.469 -5.469
C 1.327 -0.445 -4.402
C 2.598 -0.072 -4.012
C 2.871 0.716 -2.932
C 4.257 1.038 -2.412
C 1.707 1.348 -2.298
C 0.402 1.061 -2.708
C 0.219 0.137 -3.778
N -0.724 1.644 -1.980
C -1.250 3.013 -2.152
C -1.316 3.336 -3.670
C -2.730 3.168 -1.587
C -0.252 3.998 -1.484
H 0.128 -1.355 -5.832
H 1.413 -2.569 -5.239
H 1.792 -1.215 -6.273
H 3.320 -0.609 -4.653
H 4.190 1.683 -1.506
H 4.861 1.589 -3.147
H 4.747 0.121 -2.183
H 1.789 2.120 -1.533
H -0.788 -0.010 -4.108
H -1.897 2.549 -4.256
H -0.363 3.603 -4.096
H -1.978 4.231 -3.739
H -2.976 4.234 -1.478
H -2.884 2.763 -0.550
H -3.467 2.743 -2.295
H 0.730 3.970 -1.985
H -0.209 3.888 -0.429
H -0.580 5.044 -1.692
F -7.713 2.340 -2.813
C -6.527 1.641 -2.680
C -5.660 1.525 -3.752
C -4.490 0.774 -3.583
C -4.224 0.161 -2.325
C -3.015 -0.628 -1.975
C -5.205 0.326 -1.278
C -6.311 1.083 -1.463
H -5.944 1.972 -4.686
H -3.810 0.512 -4.451
H -2.433 -0.922 -2.867
H -3.279 -1.441 -1.324
H -4.973 -0.249 -0.398
H -7.084 1.164 -0.615

Results of the Mulliken charge analysis, in e, for atoms 1 through 4: V -0.46; Cl -0.23; C -0.39; Cl 0.03



Number 3 is which compound?
C46H50BrNO7SSbZr



The highest net charge belongs to which entry?
C46H50Cl2FNP2V



net charge of number 3 (C46H50BrNO7SSbZr)?
+1